# 1
Here is 2 unconnected molecules or ions with the total composition CH6SSi from the Open Molecules 2025 dataset. Energies are from ωB97M-V/def2-TZVPD.

```
9
Properties=species:S:1:pos:R:3:forces:R:3:mulliken_charge:R:1
H 1.686427 -0.860682 -1.325899 -0.67 0.37 1.23 -0.06
C -0.479273 0.680241 0.013839 -1.34 -0.18 -6.63 -0.57
S -2.124802 -0.146727 0.133987 0.18 -0.71 -0.11 -0.20
H -0.648672 1.594429 -1.144291 0.95 -2.78 3.46 0.25
H -0.471679 1.321556 0.789766 0.06 2.19 2.69 0.29
Si 1.124023 -0.328771 0.029479 -0.40 -0.76 0.48 0.34
H 0.848251 -1.348103 1.164886 0.20 0.24 -1.21 -0.06
H -2.012693 -1.432027 -0.395881 0.52 1.25 0.35 0.11
H 2.078419 0.520088 0.734115 0.49 0.37 -0.27 -0.10
```
Forces are in eV/Å.

Output
net charge	0
2S+1	1

---

# 2
Here is a molecular structure, C7H19BeBrCaClF3MgN3O9P2S from the Open Molecules 2025 dataset. Energies are from ωB97M-V/def2-TZVPD.

```
49
Properties=species:S:1:pos:R:3:forces:R:3:mulliken_charge:R:1
S -2.507945 4.883607 0.852446 0.08 -2.89 -0.75 -0.18
O -3.711892 2.152591 1.392851 1.81 -0.68 -3.57 -0.51
H -1.705387 0.403596 -0.900165 1.51 -0.76 0.10 0.47
F 5.083409 -6.768749 -4.607142 -0.22 0.47 0.36 -0.66
Be 6.581945 -2.026563 -2.184466 -0.11 -0.97 -4.32 0.95
H -3.452588 1.952352 -1.371911 0.15 0.67 1.03 0.44
O 4.904099 -2.957938 -3.124370 0.45 0.76 0.72 -0.35
H -0.411779 2.341766 -1.531557 0.46 -1.25 1.79 0.30
O 0.668160 -3.222795 1.565918 -0.76 2.22 -2.24 -0.53
C -2.876974 3.233614 5.377369 -5.13 -0.13 5.37 -0.35
O -0.986036 3.916941 4.058174 -3.40 -2.78 0.74 -0.39
H -0.142674 -3.772776 1.827312 1.33 1.23 -0.76 0.38
O -3.834360 2.296797 5.420237 3.26 2.54 -0.77 -0.44
F 0.583965 4.973541 0.605683 -0.30 -1.54 0.12 -0.83
H -0.039446 3.280058 1.037244 -0.99 0.31 -1.04 0.46
H -0.970157 -4.014607 -0.262459 0.34 0.82 0.44 0.04
N 3.734640 -3.275402 -3.369731 -1.89 0.21 0.11 0.85
H -2.645633 2.957566 3.232062 -0.37 1.08 0.63 -0.26
P 0.385402 -2.285398 0.133610 -0.45 -4.78 -1.58 0.51
H -2.185113 3.282706 6.236659 0.35 -1.01 -0.43 0.30
O 1.841571 -2.209840 -0.825789 -3.15 1.30 1.81 -0.43
N -0.699443 -3.139155 -0.768489 1.51 1.21 1.81 -0.11
C -0.098043 1.686877 -0.602823 1.56 1.00 1.28 -0.92
F 7.482325 -2.121444 -4.496289 -1.09 0.31 3.31 -0.54
H -1.634278 1.934606 4.149267 0.33 0.33 1.06 0.04
C -0.411953 -0.580679 0.486174 0.20 0.47 2.02 -0.17
C 3.466984 -4.707247 -3.672728 0.53 -0.14 -0.01 -0.80
N -0.658111 0.260868 -0.781311 0.37 0.07 0.15 -0.12
O 2.763371 -2.510709 -3.386818 2.09 -0.45 0.16 -0.57
O -2.963056 2.817961 -1.234218 -1.19 -2.84 -0.12 -0.37
Mg -1.516701 -4.358114 -2.159212 -0.47 -0.12 -1.34 -0.01
H 1.094986 1.676815 -0.611017 -2.67 -0.22 0.18 0.28
P -2.467729 2.949654 0.456160 -1.07 4.60 3.19 0.18
H -3.208066 4.284855 5.309392 -0.32 -0.34 -1.06 0.29
H 4.407016 -5.260853 -3.622306 0.12 -0.39 -0.42 0.44
C -0.692733 2.312417 0.790405 1.60 -0.89 -1.17 0.30
H 1.433687 0.584021 1.450534 -2.15 -0.40 0.11 0.28
Ca -3.020059 2.567829 -3.605051 2.01 1.71 0.72 1.28
Cl -0.618974 3.674392 -2.665509 -1.39 0.32 -2.42 -0.53
H -0.259162 -0.207717 -1.646331 -0.71 0.65 1.01 0.43
H 2.761746 -5.075960 -2.925147 0.01 0.25 -0.10 0.27
H 0.370708 -0.420996 2.637818 -0.35 1.55 -1.93 0.48
H -4.016578 1.393903 0.814228 0.08 0.76 1.36 0.35
Br -2.279243 -0.982696 1.201673 1.52 0.01 -0.47 0.09
H 3.043119 -4.757714 -4.677679 0.08 0.04 0.18 0.30
C 0.329079 0.280317 1.687783 -0.76 0.00 0.33 -0.70
C -1.953361 2.990202 4.091641 5.28 0.36 -5.23 0.67
O -0.567610 1.433668 1.969141 1.41 -1.73 -1.80 -0.06
H 1.598870 -1.866167 -1.751262 0.51 -0.90 1.47 0.45
```
Forces are in eV/Å.

Output
net charge	+1
2S+1	1

---

# 3
Here is 4 unconnected molecules or ions with the total composition C26H45N2O11S3 from the Open Molecules 2025 dataset. Energies are from ωB97M-V/def2-TZVPD.

```
87
Properties=species:S:1:pos:R:3:forces:R:3:mulliken_charge:R:1
O -2.723088 -0.813003 3.064421 3.62 8.11 -0.80 -0.47
C -0.262818 1.480635 -0.853057 -0.49 -0.64 2.95 0.16
H -10.002779 -1.980529 -3.564922 0.12 0.16 -0.18 0.29
H 1.971453 1.105698 -1.169254 -1.76 0.04 1.05 0.28
H -5.571269 2.268434 1.686610 -0.44 -1.56 -1.95 0.34
H -5.401219 0.405334 -3.517752 -0.14 -0.09 0.17 0.29
H 3.731689 9.458673 -1.547991 1.18 -0.91 2.20 0.25
H 2.487844 7.846532 0.363139 1.86 -0.52 -1.45 0.35
H 2.906717 -6.828041 0.725768 0.03 0.27 -0.06 0.34
H 8.398710 -9.262190 5.030386 -0.21 -0.07 0.15 0.29
H 7.357196 -10.222188 6.144499 0.08 0.20 -0.17 0.29
C 0.661577 2.360651 -3.308837 -0.20 0.54 -0.58 -0.89
O -7.995434 -0.227269 -3.251247 0.79 -1.34 -0.64 -0.56
H -5.645574 -0.514892 -1.987697 -0.02 0.09 -0.35 0.11
O -8.128959 -2.183403 -4.448996 0.84 0.78 0.60 -0.33
H -6.238336 2.349681 -0.085883 0.92 -1.78 1.62 0.29
C -2.224913 0.449517 2.955918 -3.65 -5.77 1.65 0.15
C -9.537593 -1.987175 -4.556001 -0.62 0.05 -0.07 -0.61
H -3.254905 2.724232 0.786488 0.65 -1.77 -1.66 0.39
C 1.532186 0.432163 0.877803 -3.84 0.27 1.12 -0.30
H -1.167622 -3.208557 2.732223 0.31 -0.15 -0.02 0.16
S 0.511378 7.597699 -1.959138 2.47 -2.70 0.82 -0.10
H 0.755530 4.560954 -3.956868 1.48 -1.36 1.80 0.37
C 1.318967 -4.821414 1.393178 -0.11 -0.23 -0.52 0.73
C -3.026777 1.882598 -0.028880 0.84 2.04 0.37 -0.47
C -1.499240 1.365029 0.267404 3.04 -1.60 1.43 0.05
S 1.142554 4.637585 -1.466336 0.81 0.26 -0.74 0.05
C -7.480500 -1.210549 -3.760321 -0.37 0.19 0.05 0.75
H -9.952984 -2.823292 -5.125193 0.38 0.07 0.10 0.22
H 4.136006 6.854130 0.370808 -1.42 1.47 -0.93 0.27
C 5.896526 -8.420833 4.873810 0.32 0.13 0.45 0.76
H 4.025797 4.810884 -1.448112 -0.09 1.94 -0.93 0.31
O 0.964061 -5.040005 0.245393 0.53 0.42 1.71 -0.54
H 4.396850 9.716225 0.269317 -0.09 -1.62 -1.87 0.33
C 7.599615 -10.007401 5.098704 0.48 -0.22 0.27 -0.61
H 5.224359 6.262727 -1.519268 -2.36 -0.89 -0.81 0.43
H -4.312198 -0.925963 -3.083305 -0.28 -0.20 -0.11 0.27
H 2.467941 3.777571 -3.416488 -2.31 0.37 0.26 0.16
C -5.876299 1.592927 0.754897 -1.06 1.68 0.70 -0.31
H 1.502997 1.543718 -3.252918 -1.76 1.46 0.10 0.29
C 4.132706 -6.929370 4.509986 -0.31 0.37 0.13 -0.59
C 3.453335 7.586255 -0.247766 1.37 1.13 0.42 -0.43
H 4.793240 -6.061134 4.418145 -0.06 -0.16 0.19 0.31
H 3.479591 6.066494 -4.215009 1.73 -0.86 1.24 0.25
O 0.598812 -4.167145 2.339066 0.75 -0.44 -0.57 -0.30
H 5.285307 6.539941 -3.865450 -2.02 -1.64 0.54 0.34
O 2.502296 -5.190125 1.945449 -1.05 0.48 -0.22 -0.28
C -0.680023 -3.717129 1.896052 -0.55 0.13 -0.05 -0.54
H -9.758440 -1.060216 -5.095025 0.05 -0.10 0.25 0.29
C -0.626009 2.099392 -2.328285 0.42 -1.16 -0.77 -0.70
H -1.270688 3.076785 -2.313862 1.36 -1.88 0.57 0.38
N 3.152974 6.906749 -1.564967 -2.15 -3.19 0.50 0.21
C 3.369950 -5.893495 1.058514 0.43 -0.36 -0.38 -0.73
C 0.422870 0.207916 2.063862 -1.27 2.09 -4.31 -0.56
H 0.242189 2.310203 -4.425417 0.95 0.02 2.53 0.36
C 4.315676 8.965054 -0.633820 -0.48 -0.27 -0.77 -0.86
H 3.282285 -6.787158 3.837542 0.25 -0.27 0.04 0.10
C 1.326676 3.872200 -3.167733 0.09 -0.27 -1.62 -0.26
C -7.149125 0.659392 1.197954 -0.68 -0.32 0.02 -0.89
O 4.810799 -8.121038 4.117147 0.81 -0.34 0.40 -0.30
H 4.284949 -6.138692 1.604659 -0.31 0.17 0.12 0.23
H 0.658430 -0.244253 3.123551 -0.25 0.98 -2.53 0.37
O 6.311885 -7.771899 5.821182 -0.65 -0.92 -1.42 -0.54
S -4.360230 0.579555 0.185854 -0.24 1.01 0.35 -0.16
H -1.297731 1.277944 -2.875262 1.41 1.61 1.41 0.41
N 1.158523 1.015651 -0.488110 -2.85 -0.40 3.15 0.12
C 1.731619 6.403414 -1.663058 -0.31 3.34 -0.92 -0.41
H -7.979777 1.300513 1.767143 2.08 -1.09 -1.31 0.32
H 7.949910 -10.931154 4.630139 -0.31 0.22 -0.10 0.22
C -1.144161 0.691966 1.743833 3.01 1.01 -2.08 0.65
C 4.423227 5.762098 -3.593681 0.87 0.60 0.57 -1.03
H -7.719943 0.198341 0.258587 1.53 0.90 2.02 0.23
H -3.094076 2.445360 -1.070436 0.32 -1.44 2.15 0.26
H -3.290404 0.917699 4.561069 1.22 0.78 -1.47 0.41
H -6.845097 -0.192615 1.954919 -0.45 1.68 -1.71 0.27
H 3.751662 -7.021210 5.532264 0.23 0.09 -0.13 0.37
C 4.181280 5.864846 -1.942503 1.98 0.18 -0.46 -0.57
O 6.440322 -9.567686 4.393802 -0.64 0.97 0.21 -0.31
O -2.688485 1.449242 3.930463 1.10 -3.31 -2.50 -0.46
H -0.574114 -3.002853 1.073158 -0.03 -0.24 0.00 0.23
H 5.390904 8.695702 -1.076941 -2.32 0.50 1.25 0.23
H 2.649582 0.124776 1.111493 -2.57 0.83 -0.97 0.36
C -5.347829 -0.577942 -3.039343 0.10 0.21 0.24 -0.39
H 3.637725 -5.266206 0.202139 -0.19 -0.18 0.08 0.36
O -6.159730 -1.521005 -3.736225 -0.91 0.12 -0.15 -0.34
H -1.305099 -4.564631 1.596710 0.18 0.20 -0.11 0.35
H 4.864796 4.702574 -3.864092 -1.17 2.08 0.45 0.29
```
Forces are in eV/Å.

Output
net charge	+1
2S+1	1

---

# 4
Here is 3 unconnected molecules or ions with the total composition C3H6N2O from the Open Molecules 2025 dataset. Energies are from ωB97M-V/def2-TZVPD.

```
12
Properties=species:S:1:pos:R:3:forces:R:3:mulliken_charge:R:1
H 1.349099 -0.503416 1.111032 -0.14 -0.11 0.01 0.38
H 0.188836 -1.626409 -2.149228 0.00 0.02 -0.07 0.14
C 0.201658 2.016088 -0.635057 0.12 -0.18 -0.07 -0.24
O 0.852387 1.175350 -1.204293 -0.20 0.41 0.28 -0.36
H 0.676046 2.815109 -0.033686 0.01 -0.06 -0.09 0.28
N 0.186002 -2.128859 0.656906 -0.04 0.38 0.20 -0.48
C 0.352796 -0.945857 1.079595 0.03 -0.29 -0.13 -0.03
N -1.648548 0.549009 1.854872 0.94 -0.54 -0.33 -0.37
H -0.902058 2.019655 -0.659588 0.06 0.01 -0.08 0.31
C -0.742612 -0.090576 1.521749 -0.87 0.46 0.28 0.27
H 0.290460 -0.891706 -2.206023 -0.03 -0.10 -0.02 -0.14
H -0.804067 -2.388386 0.663720 0.13 0.01 0.02 0.26
```
Forces are in eV/Å.

Output
net charge	0
2S+1	1
SMILES	[H]/N=C\C#N.[H][H].C=O

---

# 5
Here is 2 unconnected molecules or ions with the total composition C2H8N2O3 from the Open Molecules 2025 dataset. Energies are from ωB97M-V/def2-TZVPD.

```
15
Properties=species:S:1:pos:R:3:forces:R:3:mulliken_charge:R:1
H 1.085536 -2.005481 0.906957 -0.34 -2.07 -1.42 0.24
H -0.338038 1.259476 0.986476 -2.10 -0.38 -1.07 0.16
H 2.301711 -1.171885 -1.072005 2.39 -0.94 -0.23 0.39
O -1.815164 -0.210136 0.216314 0.05 0.84 0.53 -0.23
O 1.577226 0.900102 0.985424 0.39 0.77 -0.91 -0.70
C 1.529067 -0.529208 -0.865111 -3.70 -0.93 -0.54 -0.95
C -1.464574 1.128650 0.703500 1.33 0.71 -0.04 -0.36
H -1.778746 1.921596 -0.062017 0.30 -1.10 1.20 0.25
N 1.192793 -1.169893 1.384482 0.17 1.89 1.10 -0.75
H 1.501026 0.384422 -1.349033 0.60 1.70 -1.07 0.39
N 1.406702 -0.242383 0.559776 0.17 -1.46 1.82 1.06
H -2.366781 -0.088252 -1.626500 1.39 -0.45 0.87 0.32
H -1.947747 1.265446 1.700451 -0.28 -0.32 -1.05 0.24
O -1.504580 -0.351952 -1.177704 -1.33 0.88 -0.45 -0.36
H 0.621568 -1.090495 -1.291003 0.96 0.86 1.25 0.29
```
Forces are in eV/Å.

Output
net charge	0
2S+1	1
SMILES	[H]/N=[N+](\C)[O-].COO

---

# 6
Here is a molecular structure, C6H10O from the Open Molecules 2025 dataset. Energies are from ωB97M-V/def2-TZVPD.

```
17
Properties=species:S:1:pos:R:3:forces:R:3:mulliken_charge:R:1
H -0.875987 1.739421 0.532440 0.08 -0.39 -0.12 0.27
C 0.562454 -0.869652 0.157501 -0.38 0.03 0.06 -0.03
H 0.713880 -1.849650 0.646488 -0.42 0.40 -0.09 0.39
C -1.493538 0.920885 0.164771 0.21 -0.07 -0.21 -0.60
H -2.307890 1.257547 -0.480737 0.38 -0.26 -0.02 0.27
C 1.690983 0.737313 -0.328017 0.23 0.34 -0.15 -0.42
C -0.918357 -0.498701 -0.054618 0.02 0.29 -0.17 -0.22
C 1.519419 -0.606881 -1.032959 -0.13 -0.01 -0.04 -0.57
O 1.193281 0.188281 0.902907 0.13 0.12 0.24 -0.48
H 1.121553 -0.638484 -2.050506 -0.04 0.13 0.18 0.27
H -1.332422 -0.092843 2.093608 0.00 -0.16 -0.16 0.24
H 0.999942 1.488413 -0.727823 0.16 0.04 0.07 0.22
C -1.813208 -0.174368 1.121892 0.02 -0.31 0.12 -0.66
H 2.437020 -1.205501 -0.982803 -0.33 0.02 0.09 0.26
H -1.350464 -1.008872 -0.915228 -0.16 -0.07 0.33 0.43
H -2.831428 -0.552888 1.151738 0.21 -0.06 -0.04 0.29
H 2.684757 1.165975 -0.198647 0.02 -0.06 -0.11 0.34
```
Forces are in eV/Å.

Output
net charge	0
2S+1	1

---

# 7
Here is 2 unconnected molecules or ions with the total composition C2H2NO2 from the Open Molecules 2025 dataset. Energies are from ωB97M-V/def2-TZVPD.

```
7
Properties=species:S:1:pos:R:3:forces:R:3:mulliken_charge:R:1
O -3.148594 -0.267772 -0.486817 -3.20 -0.80 -2.17 -0.17
O -1.343708 0.321896 0.808065 -1.21 0.09 -0.50 -0.54
C 1.191897 -0.193602 0.107336 3.57 0.93 -1.47 -0.11
H 3.165498 0.230571 -0.748250 -1.25 -0.40 0.39 0.41
N 2.209577 0.013403 -0.380169 -0.53 -0.24 0.52 0.08
C -2.298738 0.062624 0.149960 3.95 0.74 2.73 0.73
H 0.224071 -0.167121 0.549875 -1.34 -0.32 0.51 0.60
```
Forces are in eV/Å.

Output
net charge	+1
2S+1	1

---

no.,Kohn-Sham gap (eV),E_HOMO (eV),electronic energy (hartree)
1,9.84,-8.982,-729.2758
2,1.57,-9.148,-6425.5900
3,5.61,-10.730,-3148.6576
4,10.41,-10.558,-302.5550
5,10.24,-9.618,-415.9958
6,10.81,-9.607,-309.7785
7,12.32,-17.601,-282.3359